This record from the Open Molecules 2025 dataset describes the molecule C12H26N8O3. The level of theory is ωB97M-V/def2-TZVPD.

Calculated values
ΔE to the lowest compared entry with this formula, charge and spin ... 240.3 kJ/mol
Largest force on an atom ... 3.46 eV Å⁻¹
Molecular weight ... 330.4 g mol⁻¹
Structure (SMILES) ... [H]/N=C(\N)NCCC[C@H](NC(=O)[C@@H](N)CCCN/C(N)=N/[H])C(=O)O
LUMO energy ... 0.36 eV
Kohn-Sham gap ... 0.330 Eh
DFT total energy ... -1136.620309 Eh

Each atom is followed by the atoms it is bonded to, with distances in Å.
CARTESIAN COORDINATES (ANGSTROEM)
1 H -2.38 3.76 -3.38  N2 1.088
2 N -1.95 3.77 -2.39  H1 1.088, C3 1.287
3 C -2.88 3.82 -1.49  N2 1.287, N4 1.411, N5 1.374
4 N -4.28 3.80 -1.68  C3 1.411, H26 1.017, H27 1.035
5 N -2.52 4.09 -0.20  C3 1.374, C6 1.453, H28 1.025
6 C -1.14 4.16 0.27  N5 1.453, C7 1.579, H29 1.120, H30 1.146
7 C -0.83 2.83 1.05  C6 1.579, C8 1.541, H31 1.055, H32 1.093
8 C -0.77 1.57 0.15  C7 1.541, C9 1.547, H33 1.099, H34 1.062
9 C -0.14 0.28 0.73  C8 1.547, N10 1.434, C23 1.527, H35 1.123
10 N -0.95 -0.23 1.80  C9 1.434, C11 1.381, H36 1.012
11 C -1.18 -1.57 2.06  N10 1.381, O12 1.235, C13 1.565
12 O -1.37 -2.05 3.18  C11 1.235
13 C -0.95 -2.54 0.85  C11 1.565, N14 1.449, C15 1.514, H37 1.096
14 N -1.31 -2.08 -0.47  C13 1.449, H38 1.039, H39 0.988
15 C 0.45 -3.12 0.86  C13 1.514, C16 1.575, H40 1.173, H41 1.066
16 C 0.88 -4.00 -0.38  C15 1.575, C17 1.539, H42 1.052, H43 1.070
17 C 2.41 -3.91 -0.49  C16 1.539, N18 1.456, H44 1.077, H45 1.078
18 N 2.80 -2.51 -0.60  C17 1.456, C19 1.401, H46 1.041
19 C 2.96 -1.88 -1.85  N18 1.401, N20 1.367, N21 1.293
20 N 3.25 -0.55 -1.73  C19 1.367, H47 1.037, H48 1.061
21 N 2.64 -2.47 -2.95  C19 1.293, H22 1.059
22 H 2.83 -1.75 -3.70  N21 1.059
23 C 1.25 0.58 1.28  C9 1.527, O24 1.209, O25 1.313
24 O 1.41 0.99 2.41  C23 1.209
25 O 2.20 0.65 0.37  C23 1.313, H49 1.037
26 H -4.52 3.46 -2.61  N4 1.017
27 H -4.88 3.47 -0.91  N4 1.035
28 H -3.21 4.68 0.29  N5 1.025
29 H -1.00 5.08 0.90  C6 1.120
30 H -0.58 4.21 -0.73  C6 1.146
31 H -1.58 2.70 1.78  C7 1.055
32 H 0.09 2.99 1.61  C7 1.093
33 H -1.79 1.28 -0.14  C8 1.099
34 H -0.27 1.84 -0.75  C8 1.062
35 H -0.02 -0.47 -0.10  C9 1.123
36 H -1.03 0.41 2.58  N10 1.012
37 H -1.61 -3.38 1.10  C13 1.096
38 H -1.20 -2.80 -1.21  N14 1.039
39 H -2.22 -1.70 -0.49  N14 0.988
40 H 0.59 -3.75 1.84  C15 1.173
41 H 1.03 -2.23 0.74  C15 1.066
42 H 0.58 -3.69 -1.34  C16 1.052
43 H 0.48 -4.99 -0.30  C16 1.070
44 H 2.95 -4.31 0.36  C17 1.077
45 H 2.68 -4.48 -1.36  C17 1.078
46 H 3.62 -2.30 0.01  N18 1.041
47 H 3.58 -0.06 -2.58  N20 1.037
48 H 2.89 0.04 -0.93  N20 1.061
49 H 2.99 1.16 0.80  O25 1.037